{
  "formula": "C11H10BrDyF3O3S",
  "method": "ωB97M-V with the def2-TZVPD basis set",
  "species": ["C", "C", "C", "H", "C", "C", "H", "H", "H", "H", "Dy", "Br", "C", "C", "C", "H", "C", "C", "H", "H", "H", "H", "F", "C", "F", "F", "S", "O", "O", "O"],
  "positions_angstrom": [[0.440266, -2.853020, -0.520820], [1.776037, -2.425413, -0.775140], [2.328890, -1.935625, 0.449581], [2.284454, -2.474128, -1.735195], [1.319149, -2.038063, 1.460624], [0.161036, -2.627182, 0.864171], [-0.747725, -2.927285, 1.394467], [-0.226112, -3.311615, -1.246285], [3.354429, -1.601916, 0.597088], [1.434649, -1.777575, 2.516261], [0.591366, -0.285944, -0.258549], [2.084375, 0.402948, -2.258233], [-1.938084, 1.160542, -0.792282], [-2.416047, 0.088175, 0.036117], [-2.257099, -1.133157, -0.686314], [-2.862447, 0.201554, 1.016070], [-1.675609, -0.829455, -1.965689], [-1.491072, 0.592376, -2.036533], [-1.102409, 1.142521, -2.882453], [-1.974019, 2.203044, -0.554747], [-2.559279, -2.119519, -0.342286], [-1.441255, -1.539363, -2.751803], [0.393767, 4.901592, 1.159596], [0.804099, 3.678790, 0.771650], [0.239232, 3.411544, -0.453215], [2.147288, 3.697044, 0.601631], [0.360799, 2.334056, 1.981047], [1.024193, 2.708884, 3.191971], [-1.085215, 2.202277, 1.932297], [1.032343, 1.153914, 1.286974]],
  "forces_ev_per_angstrom": [[0.797, -0.244, 0.663], [0.015, -0.925, 0.634], [-0.269, -0.745, 0.186], [-0.169, 0.067, 0.366], [0.188, -0.903, -0.340], [0.680, -0.110, -0.057], [0.337, 0.423, -0.319], [0.123, 0.278, 0.207], [-0.380, 0.120, -0.092], [-0.080, -0.001, -0.510], [-3.668, 0.541, -0.912], [0.860, 0.643, -1.002], [0.179, -1.583, -0.723], [0.714, -0.112, -0.989], [0.358, 0.916, -0.417], [0.160, -0.021, -0.067], [-0.039, 0.709, 0.917], [-0.409, -0.408, 1.217], [0.038, -0.057, 0.087], [0.068, 0.231, 0.123], [0.155, 0.218, -0.052], [-0.026, 0.100, 0.122], [0.247, -0.767, -0.121], [0.097, -0.182, -1.163], [0.614, 0.397, 1.344], [-0.939, 0.212, 0.164], [-0.612, -1.087, -1.090], [-0.144, -0.030, 0.001], [1.420, 0.511, 0.434], [-0.315, 1.808, 1.390]],
  "mulliken_spin": [0.010, -0.008, 0.011, 0.001, -0.013, -0.012, 0.002, 0.001, 0.001, -0.001, 4.970, 0.003, 0.001, -0.013, -0.003, 0.001, 0.006, -0.003, 0.000, 0.001, 0.002, 0.000, 0.000, 0.000, 0.001, 0.000, 0.019, 0.000, -0.001, 0.024],
  "s_squared": 9.341,
  "charge": -1,
  "relative_energy_kcal_mol": 0.0,
  "multiplicity": 6,
  "lumo_ev": [2.798, 2.795],
  "gap_ev": [7.4, 7.4]
}